Entry 1:
This record from the Open Molecules 2025 dataset describes a molecular structure, C3H6N2S2 in a non-equilibrium geometry. The level of theory is ωB97M-V with the def2-TZVPD basis set.

Structure (XYZ):
```
13
Properties=species:S:1:pos:R:3:forces:R:3
C 1.020 -0.690 -2.903 0.792 0.177 -0.705
C 0.412 1.659 1.654 0.077 -0.194 0.323
C -0.097 -0.819 2.359 0.083 0.204 0.011
N 2.052 -0.705 -3.507 -0.166 -0.022 0.074
N 0.205 2.305 0.730 -0.148 0.532 -0.687
S -0.406 -0.509 -2.322 -0.779 -0.049 0.539
S 0.710 0.693 2.992 -0.010 -0.426 0.245
H -3.420 1.086 -1.249 1.084 0.471 0.194
H 0.340 -1.088 1.401 -0.005 -0.035 0.024
H -1.164 -0.648 2.259 -0.007 -0.037 0.012
H 0.098 -1.594 3.093 -0.005 -0.042 0.036
H 2.966 -1.083 -3.383 0.166 -0.117 0.115
H -2.715 1.393 -1.124 -1.082 -0.463 -0.179
```
Forces are in eV/Å.

Computed properties:
DFT total energy: -27856.9948 eV
frontier orbital gap: 10.0 eV
max |F|: 1.20 eV Å⁻¹

---

Entry 2:
This record from the Open Molecules 2025 dataset describes a molecular structure, C17H30BN3O2PtS. The level of theory is ωB97M-V with the def2-TZVPD basis set.

Structure (XYZ):
```
55
Properties=species:S:1:pos:R:3:forces:R:3
Pt 0.791 0.207 1.055 0.343 0.471 0.203
S -0.368 0.614 3.096 -0.424 -0.452 -0.719
C -0.065 2.283 2.525 -0.110 -0.120 0.056
C -0.336 3.476 3.140 0.022 0.058 -0.076
C -0.045 4.628 2.412 -0.007 -0.035 0.029
C 0.485 4.527 1.134 0.006 0.044 -0.024
C 0.746 3.280 0.596 0.045 -0.032 0.026
N 0.476 2.183 1.306 0.048 -0.180 -0.151
H -0.762 3.507 4.133 0.001 0.009 0.002
H -0.240 5.602 2.841 -0.003 -0.003 0.006
H 0.702 5.410 0.551 -0.001 -0.002 -0.001
H 1.163 3.153 -0.392 0.003 -0.002 0.002
C 0.029 -2.378 -0.335 -0.014 -0.061 -0.076
C 1.304 -2.174 0.469 -0.195 0.100 0.096
N 2.505 -1.941 -0.303 0.032 0.081 -0.129
C 3.424 -3.090 -0.459 0.029 -0.033 0.003
C 2.883 -4.185 -1.361 -0.011 -0.001 0.007
C 2.668 -0.783 -0.946 -0.027 -0.103 0.054
C 3.710 -0.640 -2.006 -0.010 0.033 -0.002
N 1.912 0.238 -0.611 0.160 -0.146 -0.057
H -0.812 -2.545 0.336 -0.004 -0.009 -0.003
H 0.158 -3.256 -0.967 -0.042 -0.021 0.043
H -0.202 -1.532 -0.979 0.025 0.009 -0.013
H 1.483 -3.052 1.095 -0.007 -0.008 -0.007
H 1.216 -1.479 1.420 0.137 0.104 0.021
H 3.620 -3.470 0.545 -0.003 0.002 -0.001
H 4.372 -2.712 -0.831 -0.007 0.014 -0.002
H 1.998 -4.664 -0.940 0.002 0.012 0.000
H 3.640 -4.959 -1.479 0.003 0.003 -0.003
H 2.635 -3.800 -2.350 0.000 -0.013 -0.005
H 4.703 -0.623 -1.554 -0.002 -0.009 0.007
H 3.573 0.294 -2.546 -0.005 -0.009 -0.007
H 3.667 -1.467 -2.712 0.010 -0.002 -0.003
H 2.084 1.065 -1.162 -0.087 0.035 0.055
C -3.326 -1.169 -0.452 0.032 0.028 0.004
C -3.669 -0.619 0.919 -0.068 0.091 -0.081
C -4.851 -1.348 1.516 0.017 -0.008 0.011
O -2.490 -0.862 1.798 0.053 -0.306 0.078
B -1.848 0.304 1.843 0.064 0.489 0.668
O -2.373 1.359 1.195 0.001 0.077 0.000
C -3.782 0.947 0.942 -0.030 -0.094 -0.021
C -4.581 1.471 2.121 0.021 0.008 0.027
C -4.239 1.578 -0.353 0.025 -0.019 0.003
H -3.124 -2.237 -0.383 0.010 -0.007 0.029
H -2.457 -0.665 -0.879 0.001 0.006 -0.013
H -4.166 -1.034 -1.132 -0.004 -0.005 -0.007
H -4.686 -2.424 1.462 0.001 0.005 -0.006
H -5.753 -1.117 0.948 -0.005 0.003 -0.002
H -5.014 -1.079 2.556 -0.001 0.011 0.000
H -4.250 1.031 3.063 -0.008 0.000 0.001
H -5.642 1.255 1.999 -0.009 -0.002 -0.009
H -4.460 2.552 2.181 -0.006 -0.004 -0.004
H -3.572 1.343 -1.178 0.004 0.003 -0.013
H -4.282 2.660 -0.235 0.001 -0.002 -0.003
H -5.242 1.231 -0.605 -0.005 -0.006 0.008
```
Forces are in eV/Å.

Computed properties:
net charge: +2
DFT total energy: -41428.7962 eV
frontier orbital gap: 8.8 eV
max |F|: 0.95 eV Å⁻¹

---

Entry 3:
This record from the Open Molecules 2025 dataset describes a single C17H24N2O5 molecule. The level of theory is ωB97M-V with the def2-TZVPD basis set.

Structure (XYZ):
```
48
Properties=species:S:1:pos:R:3:forces:R:3
C 7.808 -0.581 0.026 -0.126 0.058 -0.204
C 6.667 0.102 -0.718 -0.017 0.072 0.217
C 5.498 0.480 0.190 -0.167 -0.227 -0.080
C 4.783 -0.741 0.774 0.401 0.145 -0.213
O 3.620 -0.388 1.498 -0.284 0.082 0.150
C 2.484 -0.052 0.839 -0.278 0.068 0.078
C 1.416 0.342 1.652 0.269 -0.050 0.020
C 0.207 0.707 1.105 0.057 0.002 -0.181
C 0.026 0.682 -0.277 0.224 -0.252 -0.008
C -1.263 1.039 -0.923 0.064 0.192 -0.031
O -1.662 0.501 -1.942 0.005 -0.092 -0.172
N -1.939 2.059 -0.329 -0.196 0.273 0.191
C -3.321 2.305 -0.657 0.123 -0.145 0.103
C -4.210 1.702 0.433 -0.067 0.301 -0.520
O -3.804 1.524 1.561 0.137 -0.158 0.283
N -5.479 1.426 0.041 -0.392 0.179 -0.018
C -6.299 0.550 0.841 0.139 -0.088 0.120
C -6.017 -0.928 0.556 -0.289 0.214 0.228
O -6.574 -1.835 1.112 -0.046 0.024 0.068
O -5.085 -1.047 -0.381 0.276 0.135 -0.242
C -4.583 -2.348 -0.706 0.193 -0.628 0.043
C -3.066 -2.326 -0.615 -0.393 0.214 -0.056
C 1.076 0.255 -1.082 -0.301 0.124 0.084
C 2.297 -0.097 -0.541 0.300 -0.110 0.091
H 8.145 0.037 0.855 0.074 0.035 0.123
H 8.649 -0.743 -0.644 0.115 -0.070 0.016
H 7.498 -1.546 0.418 0.046 -0.128 0.088
H 6.309 -0.554 -1.516 -0.012 0.045 -0.100
H 7.045 1.013 -1.187 -0.038 -0.043 -0.083
H 5.855 1.103 1.013 -0.033 0.052 0.029
H 4.776 1.070 -0.379 -0.003 0.029 0.059
H 5.418 -1.235 1.514 -0.076 -0.025 -0.149
H 4.544 -1.465 -0.015 0.007 0.004 0.071
H 1.567 0.346 2.720 0.009 -0.008 0.122
H -0.607 0.974 1.764 -0.092 0.036 0.073
H -1.661 2.344 0.598 0.047 -0.065 -0.134
H -3.507 3.382 -0.729 -0.067 -0.133 -0.016
H -3.512 1.831 -1.622 -0.040 0.132 0.085
H -5.677 1.438 -0.948 0.167 0.000 0.084
H -7.359 0.755 0.679 0.099 -0.090 0.047
H -6.061 0.730 1.894 -0.138 -0.075 -0.160
H -4.908 -2.571 -1.727 -0.019 0.025 0.153
H -5.022 -3.076 -0.017 0.040 0.122 -0.191
H -2.753 -2.108 0.404 0.052 -0.014 0.106
H -2.670 -3.294 -0.906 0.060 -0.129 -0.021
H -2.660 -1.562 -1.274 0.083 0.000 -0.040
H 0.923 0.212 -2.149 -0.018 -0.022 -0.088
H 3.089 -0.410 -1.203 0.106 -0.014 -0.028
```
Forces are in eV/Å.

Computed properties:
DFT total energy: -31237.4681 eV
frontier orbital gap: 9.4 eV
SMILES: CCCCOc1ccc(C(=O)NCC(=O)NCC(=O)OCC)cc1
max |F|: 0.66 eV Å⁻¹

---

Listing HOMO energy for the structures above in their given order: -0.3513; -0.5781; -0.3170 Ha.
Listing energy relative to the best compared isomer or geometry (same formula, charge and spin) for the structures above in their given order: 2.102; 0.211; 0.758 eV.